1.
ORCA calculation (ωB97M-V with the def2-TZVPD basis set) on a single F3NO4S2 molecule.

Structure (XYZ):
```
10
Properties=species:S:1:pos:R:3:forces:R:3
O 1.312425 -2.601859 -0.092285 -2.85 2.58 -0.11
S 0.178743 -1.717711 -0.374520 4.16 -1.65 -1.38
O -1.119344 -2.172434 -0.574367 -1.25 -0.37 -0.03
F 0.610234 -0.919782 -1.709794 -0.57 -1.04 1.32
O 0.124939 -0.470600 0.645299 -0.45 -0.28 0.02
S -0.032842 1.074342 0.110212 2.57 -0.16 0.57
O -0.920850 1.193720 -0.949780 -1.14 -0.21 -1.03
F 1.487517 0.951058 -0.430995 -1.76 1.77 1.17
N -0.002926 2.017138 1.330504 -0.17 0.14 0.42
F -1.346360 2.489039 1.635640 1.45 -0.78 -0.94
```
Positions in Å, forces in eV/Å.

HOMO level: -11.91 eV
SMILES string: O=S(=O)(F)O[S@](=O)(F)=NF
DFT total energy: -1451.49423 Eh
Energy above the lowest of the compared OMol25 structures with the same formula, charge and spin: 1.1570 eV


2.
ORCA calculation (ωB97M-V with the def2-TZVPD basis set) on a molecular structure, F4H8N2Na5O12S4.

Structure (XYZ):
```
35
Properties=species:S:1:pos:R:3:forces:R:3
Na -0.159901 4.803249 1.337176 -0.70 0.65 -0.33
Na -0.693151 2.713034 -4.366749 0.53 -0.13 0.01
Na -4.092192 0.473547 0.043353 0.30 -0.74 0.50
Na 1.984656 3.007481 2.503196 0.91 -0.58 0.42
Na 1.581372 -2.000027 0.965682 -0.02 0.01 0.16
N -0.166447 -3.128992 0.014129 -3.08 1.24 -1.82
S -1.351345 -2.254629 -0.743147 1.29 2.41 -3.40
O -2.223383 -1.423687 0.055349 0.09 -0.62 0.29
O -1.852270 -2.750024 -1.988784 -0.05 -0.29 1.42
F -0.326299 -1.131620 -1.335379 0.44 0.29 0.67
S -1.181975 -4.282547 0.515091 0.26 -4.35 4.72
O -1.919191 -5.092006 -0.399600 0.59 1.41 0.01
O -1.795522 -3.867195 1.765291 0.33 -0.05 -1.67
F -0.004544 -5.243604 1.006262 -0.23 0.41 -0.29
N 0.501295 2.620932 0.758880 -2.25 -2.12 0.09
S 0.890397 2.128841 -0.682529 5.70 1.43 -5.25
O -0.110955 2.085133 -1.690895 -0.64 0.03 0.75
O 1.937579 1.146712 -0.676750 -1.34 0.28 0.74
F 1.737322 3.443136 -1.060691 -0.65 0.02 0.40
S -0.499993 1.269956 1.028668 -4.50 -1.38 4.36
O 0.086688 0.010474 1.312427 1.37 0.71 -0.59
O -1.812518 1.199043 0.445944 1.90 1.70 -0.43
F -0.816871 1.817446 2.505704 0.26 0.32 -0.01
O 2.523889 -0.544829 2.800321 0.15 -0.18 -0.12
H 3.052301 -1.148580 3.346136 0.08 0.22 0.01
H 2.058403 0.005628 3.436037 -0.19 -0.39 0.19
O 1.766473 2.529711 -4.154890 -0.46 -0.12 -0.29
H 1.981593 1.926126 -4.881488 0.23 -0.04 0.19
H 2.612603 2.925909 -3.914149 -0.08 0.07 -0.06
O -3.559315 0.457718 2.633826 0.02 0.34 -0.14
H -3.967959 1.012734 3.309801 -0.11 -0.18 -0.01
H -2.985001 -0.144283 3.123469 -0.21 -0.21 -0.13
O 2.372781 -0.779168 -2.706082 0.05 -0.05 0.00
H 2.244244 -0.148664 -1.994767 0.03 -0.01 -0.07
H 2.187241 -1.636938 -2.310832 -0.05 -0.12 -0.32
```
Positions in Å, forces in eV/Å.

HOMO level: -16.42 eV
Net charge: +3
DFT total energy: -3820.09015 Eh


3.
ORCA calculation (ωB97M-V with the def2-TZVPD basis set) on a molecular structure, F4HN2O9RbS4.

Structure (XYZ):
```
21
Properties=species:S:1:pos:R:3:forces:R:3
Rb -8.282357 36.936753 19.053126 0.16 0.56 0.00
N -7.405712 38.606011 16.708607 -2.08 0.80 -3.22
S -6.836696 37.882991 15.383305 4.91 -2.43 -0.85
O -5.996116 38.615386 14.447124 -1.54 0.17 1.08
O -7.591350 36.789692 14.845854 -0.84 0.85 -0.07
F -5.701993 37.070659 16.172546 0.08 0.14 0.48
S -8.831687 39.066490 15.972118 -2.47 1.99 2.28
O -9.895489 38.120486 16.156946 0.55 -0.30 -0.30
O -8.798868 39.835726 14.754083 0.70 -0.93 0.37
F -9.290834 40.186094 17.025922 0.70 -0.15 0.03
N -7.682148 34.128541 18.781431 3.40 -1.75 3.14
S -7.770962 33.274525 17.494526 -3.81 1.34 -5.73
O -8.865902 32.326737 17.488732 1.48 -0.26 0.43
O -6.650573 33.084518 16.609718 -0.34 -0.48 1.47
F -8.508766 34.532568 16.781654 -0.06 -0.12 -0.55
S -6.683488 33.162720 19.679234 -0.25 -0.49 2.23
O -5.400080 32.821166 19.143621 -0.37 0.80 0.03
O -7.394229 32.082360 20.309765 0.03 0.42 -0.26
F -6.411566 34.155549 20.899268 -0.03 0.18 -0.63
O -7.583788 39.147473 20.489845 -0.17 -0.48 -0.08
H -8.194322 39.501923 21.140039 -0.03 0.15 0.14
```
Positions in Å, forces in eV/Å.

HOMO level: -1.78 eV
Net charge: -2
DFT total energy: -2803.62758 Eh
Energy above the lowest of the compared OMol25 structures with the same formula, charge and spin: 1.4213 eV


no.,lowest unoccupied orbital energy (eV),frontier orbital gap (Ha)
1,-1.00,0.40079
2,-11.00,0.19923
3,4.16,0.21824